The following is a DFT calculation (ωB97M-V/def2-TZVPD) of a molecular structure, C16H30As3Cl3N3PdSeSi.

Last column: natural (NBO) charge in e.
Element x y z (Å)
Pd1 -0.90942 1.74787 0.71321  0.37
C1 -2.41620 -1.77497 0.75593  -0.94
As1 -1.81868 -0.29147 -0.36143  1.03
C2 -3.43262 -0.04838 -1.42191  -0.94
C3 -0.60905 -1.28177 -1.56847  -0.72
C4 0.38406 -0.45586 -2.40348  -0.06
C5 -0.32292 0.77886 -2.98524  -0.63
C6 1.59671 -0.02802 -1.56795  -0.71
As2 1.31771 0.96546 0.12233  1.14
C7 1.93068 -0.37462 1.39550  -0.94
C8 2.85817 2.15323 0.11446  -0.93
C9 0.87477 -1.28771 -3.60400  -0.72
As3 1.83522 -3.04756 -3.59931  0.91
C10 3.45340 -2.63833 -2.54656  -0.96
C11 0.89735 -4.09270 -2.21493  -0.96
H1 -2.84311 -2.55579 0.12728  0.24
H2 -3.18475 -1.41441 1.43883  0.25
H3 -1.59114 -2.19018 1.33246  0.23
H4 -3.63392 -0.96142 -1.98037  0.24
H5 -3.33938 0.79663 -2.10090  0.25
H6 -4.25799 0.14687 -0.73882  0.25
H7 -1.26152 -1.84621 -2.23885  0.24
H8 -0.07142 -1.99855 -0.94523  0.23
H9 -0.61299 1.48310 -2.20257  0.21
H10 -1.21913 0.47492 -3.53088  0.22
H11 0.32458 1.30471 -3.68917  0.23
H12 2.24749 0.59783 -2.18331  0.24
H13 2.16716 -0.90990 -1.27757  0.24
H14 2.87272 -0.80146 1.05473  0.24
H15 1.18304 -1.15953 1.50149  0.24
H16 2.07848 0.09228 2.36774  0.25
H17 3.75998 1.57487 -0.07715  0.24
H18 2.93192 2.63459 1.08816  0.25
H19 2.73764 2.91411 -0.65411  0.25
H20 1.54169 -0.65795 -4.20233  0.23
H21 0.00860 -1.48370 -4.24382  0.23
H22 3.89329 -1.69989 -2.88380  0.23
H23 4.18189 -3.42848 -2.72364  0.24
H24 3.26019 -2.59227 -1.47445  0.20
H25 -0.16655 -4.15597 -2.43999  0.23
H26 1.04185 -3.69176 -1.21203  0.20
H27 1.30306 -5.10364 -2.24027  0.24
Se1 -0.10076 4.53734 3.54819  1.13
N1 -0.56785 3.78254 5.04482  -0.61
C12 -0.71615 2.48793 4.81817  0.12
C13 -1.11606 1.50424 5.74930  -0.14
C14 -1.20021 0.21998 5.29968  -0.26
C15 -0.92831 -0.08692 3.94656  0.11
N2 -0.56890 0.79387 3.04107  -0.49
C16 -0.43476 2.06827 3.46859  0.25
N3 -0.05940 3.02705 2.61881  -0.72
H28 -1.33471 1.77984 6.77209  0.25
H29 -1.47365 -0.57946 5.97424  0.24
H30 -1.00755 -1.11279 3.60428  0.20
Cl1 -3.07666 2.57811 1.29873  -0.42
Si1 -1.73429 3.70525 -0.52555  0.87
Cl2 -1.38151 5.51786 0.43102  -0.42
Cl3 -3.29007 4.08402 -1.78963  -0.37

Calculated values
Relative energy (zero: lowest compared OMol25 entry of this formula, charge and spin) in eV: 2.535
DFT total energy in eV: -318332.68084
Charge: +1
Frontier orbital gap (spin up / spin down) in eV: 5.980 / 6.033
Max |F| in eV Å⁻¹: 1.00
Multiplicity: 1